(1)
117
Properties=species:S:1:pos:R:3 method="wB97M-V/def2-TZVPD" lumo_energy_ev=0.41 homo_ev=-7.1766 energy_ha=-5033.7924
H 1.1980 -8.7240 6.8920
C 3.2597 -4.8990 -11.3641
H -0.0185 4.0572 -0.9778
H -1.8413 -6.5586 5.8746
H -2.8819 2.6648 3.6778
H 6.1104 -5.9950 -9.3637
C -1.9484 -1.3705 1.8678
C -0.3852 -3.1831 -6.4709
H 0.3835 -8.2866 8.4300
O -6.5881 1.0430 1.4794
H -1.7304 3.7180 -0.7931
C 3.2278 2.3145 1.9555
C 1.0434 -7.9414 7.6348
H 2.8200 -3.9949 -11.7796
H 3.5168 1.1511 0.1390
C 0.4084 -1.1011 2.2473
H 2.3192 8.5485 -1.7497
H 0.2977 0.7957 1.2935
H -1.8607 1.9375 1.3007
O -0.0349 -5.5605 7.9428
H 2.6990 -2.1907 -8.1740
H -4.4842 -0.4870 3.0307
H -3.8255 0.5032 5.1283
C 2.8436 6.8676 0.4251
H -0.4119 3.0179 -7.4084
C -8.8362 -0.2951 1.1708
H 0.7739 1.6898 -7.5266
B -2.6869 0.0301 1.8484
S -1.7382 0.6946 -0.8105
H -1.7142 -7.6992 7.2393
H -2.5853 2.4217 5.3970
H 1.3065 3.3437 -7.0577
C 1.7783 -2.7350 -7.9864
H -7.5730 -0.9417 -1.3014
H -0.9775 -2.9401 -5.5914
C 3.5753 4.6025 3.8472
H 1.2060 -1.8306 2.0808
H -2.5526 -2.0738 1.2773
O 4.4333 -3.6103 -9.3794
C 5.1938 -6.0747 -9.9437
H 2.0007 -7.6379 8.0525
H -1.9653 -1.7654 2.8926
H 2.8894 6.6245 1.4844
C 2.3127 4.1784 3.1061
O 2.5848 3.5747 1.8518
O 2.2520 0.1530 1.3360
H -2.3088 -0.1504 4.5397
S 1.1974 7.5041 0.0846
H -1.3666 1.9409 4.2130
C 0.7002 -0.7041 8.0003
H -3.4190 1.6392 0.5987
S 0.3140 -6.5021 6.8456
C 2.7262 1.3896 0.8470
H 3.0026 1.8504 2.9215
H 0.5796 8.2998 -2.0541
S 0.8305 -1.1301 6.2611
C -2.4387 1.9876 4.4092
H 5.3483 -6.7505 -10.7847
H -9.0221 -0.3671 2.2402
H 3.0120 5.9660 -0.1638
H 2.5847 -5.3372 -10.6289
O -0.6304 -1.3808 1.3308
C 0.2180 -2.8053 6.4291
H -9.2516 -1.1670 0.6652
H 0.9992 0.3362 8.1092
C -2.4505 1.1705 0.7918
H -0.7785 -2.7865 6.8681
C 1.8724 1.6580 -4.9156
H 4.3116 2.4461 1.8999
S 4.7995 -4.4348 -10.5618
C -3.0812 0.5911 4.3363
H 2.0078 -3.7968 -7.9168
H 1.0727 0.8783 2.8844
H 1.7280 3.4685 3.7030
H -0.5559 2.0805 -2.2934
H 2.0989 0.7917 -5.5327
H 1.6731 5.0316 2.8927
C 0.9920 0.2799 1.9684
H -6.0808 0.0275 -1.2056
C -0.5001 1.9716 -1.2125
H 1.0596 -2.5418 -8.7840
H -0.1001 -4.2347 -6.4440
H 3.9158 3.8489 4.5555
S -7.0546 -0.2541 0.9314
H 2.5628 2.4793 -5.1117
H 0.4962 1.6150 -0.9491
H -4.3167 1.2116 2.6960
O 0.6447 -0.7629 -6.6394
H 1.3678 -1.3440 8.5767
H -7.6647 0.8398 -1.1029
H -0.9509 -2.9571 -7.3746
H 4.3819 -6.4274 -9.3080
H 3.4100 5.5215 4.4100
C 1.4864 7.8517 -1.6544
O 0.0074 3.4869 -4.5505
H 0.8926 -3.3798 7.0595
H 0.0834 -1.1755 3.2845
H -9.2722 0.6236 0.7794
S 0.1997 2.1978 -5.2776
H -0.9913 -8.1067 5.6481
C 0.5071 2.6046 -6.9980
H 1.9214 1.9129 0.3209
C -7.1072 -0.0630 -0.8548
S 1.0956 -2.1687 -6.4289
C -3.7474 0.3214 2.9716
H -0.5950 3.3120 0.4967
H 1.9078 1.3860 -3.8621
C -1.2142 -7.3070 6.3543
H 3.4685 -5.6072 -12.1656
H -0.3319 -0.8312 8.3263
H 1.6961 6.9201 -2.1802
O -0.2178 -0.3476 5.5471
O 1.0897 8.8151 0.7759
H 3.5829 7.6321 0.1861
H 0.1779 -3.2445 5.4332
C -0.7326 3.3316 -0.5844
H 4.3622 4.8088 3.1219

---

(2)
115
Properties=species:S:1:pos:R:3 method="wB97M-V/def2-TZVPD" charge=-1 lumo_energy_ev=2.53 homo_ev=-4.4821 energy_ha=-2227.1031 e_above_lowest_kcal_mol=77.7
H 0.8123 0.7452 -2.5731
H 2.9955 1.5497 -1.5099
H 2.4683 1.9179 -3.9368
O -2.5162 1.4162 -3.5557
C -1.2831 4.5646 -0.1567
H -4.7347 -0.7194 -4.4404
O 2.2726 -3.3198 5.0907
H -1.5695 2.6288 7.5761
C 3.1786 -2.6307 5.9552
H 4.2499 -2.7889 5.8311
N -0.7599 3.2958 0.0674
H -1.0795 -1.2567 7.0747
N -0.5966 -0.2640 -0.4587
H -4.1398 -5.3330 -3.8626
O 2.1848 1.0279 2.3845
C -1.2785 2.2451 6.5982
C -3.8000 0.9630 -3.3137
C 2.9828 1.5575 3.4498
H -3.2934 3.6673 -0.1891
H -2.2779 0.9780 4.3339
H 2.1110 -3.4281 -6.1382
H -2.9360 -0.8416 -4.4099
C 2.5793 -4.7061 4.7145
H 0.6089 -0.6076 -6.4851
H 0.2219 -4.8245 -2.4030
H 0.1919 3.4894 -0.2096
H -1.3828 -2.5956 3.6949
H -2.3323 -4.9119 -5.1121
C 3.4284 0.9323 -2.2969
H -3.7989 0.4155 -5.3052
H -0.5315 0.0030 -4.2694
H -1.5014 -2.7158 6.0184
C -1.5953 0.4939 5.0323
H 4.2811 1.5302 -2.6189
N 2.7956 -0.5042 4.8008
H -2.1934 -4.7742 -2.7687
N -1.2870 -1.5913 3.7430
C 4.7421 -0.2281 -0.5837
C -1.8027 -0.9982 4.9802
H 3.0392 -3.0848 6.9362
H 2.8390 2.6315 3.5673
H 0.0006 -5.5286 -3.8310
H 2.1679 -0.8929 -5.7194
H -0.8363 -2.9929 -1.5376
O -3.5616 -3.4277 -4.4904
O 0.8022 5.6779 -0.3579
H -0.5558 0.5799 4.7158
H -4.6161 2.6625 -4.5560
C -2.7495 4.5360 0.1819
H 0.2917 1.1968 -5.0116
H 4.6827 -1.1767 -0.0501
H -0.8946 -2.0520 -3.0916
H 0.5033 -4.1049 -5.8423
H -5.4244 -4.1782 -3.9845
C 1.0951 -0.8325 -5.5359
C 2.7020 0.9477 4.8533
H 1.8910 -4.9510 3.9056
C 1.0435 -3.2076 -6.1443
C 2.8116 -1.1127 6.1534
H -3.3061 5.3652 -0.2548
H -1.2897 4.6427 -1.2439
C -4.7852 2.0839 -3.6478
H -0.2138 2.3803 6.4079
C 1.9764 6.2601 0.1922
H -1.7095 -3.4130 -5.4761
H 1.7704 1.5487 0.4281
H 3.7004 -0.6459 4.3750
C -1.3777 -2.8008 -2.4639
N -0.1544 -4.6672 -3.3270
H -0.8563 6.6987 0.4625
C 0.5004 0.2443 -4.5244
C -1.4576 -4.1532 -3.2796
H -4.9533 -4.6747 -5.4604
H -3.8650 0.7095 -2.2555
H 2.5243 -5.3845 5.5658
H 1.8531 -1.0277 6.6654
O 0.7424 -2.1650 -5.1495
H -1.8426 1.0157 -3.0012
C -0.4382 5.6926 0.4952
C -1.0491 -1.7268 6.0918
O -1.0133 -0.4949 0.6664
O -1.7688 0.9556 6.3627
H -0.1422 5.5548 1.5352
H -2.8537 -1.2285 5.1548
H -2.4265 -2.5363 -2.3291
H -2.9211 4.5444 1.2583
H 3.5933 -4.6413 4.3200
H 3.5463 -0.7804 6.8868
H 3.1930 0.3611 -4.3235
H 4.0288 1.3207 3.2551
C -4.5116 -4.5132 -4.4771
O -1.2119 0.4133 -1.1725
H 1.1446 2.5340 1.6543
H 3.2762 1.5302 5.5738
H 0.6426 -2.8657 -7.0985
H -1.8933 -1.2190 3.0260
H 1.6965 1.2434 5.1525
C 2.0677 2.0370 1.3561
H 0.0150 -1.9164 5.9512
H -1.2052 2.7300 -0.6409
H -5.7882 1.6620 -3.5826
H 2.4928 5.5500 0.8381
H -4.5318 2.8801 -2.9478
N 1.2998 0.2649 -3.3159
H 5.7451 0.0702 -0.8889
H 1.8494 7.1730 0.7742
C 2.5767 0.8885 -3.5954
H 2.8895 2.7242 1.1547
C -3.7946 -0.1704 -4.3861
O 0.5430 -0.6960 -0.7608
H -1.6323 2.8983 5.8007
C -2.1907 -3.9353 -4.6491
H 2.6496 6.5479 -0.6152
O 3.8252 -0.3061 -1.7084
H 4.3954 0.3659 0.2619

---

(3)
125
Properties=species:S:1:pos:R:3 method="wB97M-V/def2-TZVPD" charge=-1 lumo_energy_ev=2.23 homo_ev=-6.7590 energy_ha=-2871.7128 e_above_lowest_kcal_mol=0.0
C 15.9866 39.2740 27.5316
H 14.2631 37.0833 29.3254
H 17.2480 33.5583 31.2137
C 21.8040 33.0351 25.8127
O 14.9713 43.9648 27.6563
H 20.6452 34.1470 24.6442
F 15.3106 35.2451 28.3348
C 22.3180 32.8930 27.2384
F 15.6140 33.4719 29.7608
H 14.7551 27.6037 29.3182
H 15.8903 45.4638 26.5604
H 11.7348 31.0726 29.5838
C 16.2525 37.0604 33.4612
H 14.4828 31.4525 30.6805
H 19.4336 36.3204 25.8498
H 12.0663 39.6781 26.5974
H 12.6483 40.3835 28.0467
H 21.4748 32.5081 27.8212
H 13.5699 35.2922 33.4613
H 21.4332 32.0771 25.4244
C 16.9700 31.4837 24.2992
H 17.3698 36.6844 29.2080
H 15.0172 39.1613 27.0431
H 19.4705 35.3312 29.3278
H 12.8363 36.0225 29.3494
N 16.4284 31.9578 25.4620
H 11.3945 37.9524 29.8660
H 16.7853 32.8035 25.8756
N 16.5319 40.6301 27.4363
H 16.6384 37.2607 27.2130
H 15.3053 35.7878 30.9010
O 18.1022 34.8725 24.9688
N 18.8540 34.6571 29.7329
H 15.1008 30.1906 28.3220
H 14.8284 41.6015 26.6994
H 15.7048 39.1439 28.5917
H 15.2337 34.6868 33.2339
H 24.9865 32.8251 28.4479
H 16.5437 43.0975 28.6664
N 20.9179 34.1836 25.6170
C 17.0819 38.2629 27.2218
O 12.3640 38.3345 28.0613
H 18.0289 33.8586 32.7551
C 14.1584 27.7694 28.4108
O 20.0915 34.8548 31.6052
H 16.3060 37.5575 32.4900
C 11.8649 31.0773 30.6720
H 16.1727 45.5806 28.2514
H 13.6598 34.4263 23.8888
H 18.1424 34.1600 29.2116
H 14.2641 34.2141 25.5226
C 13.1738 35.8253 25.3533
H 18.2726 32.0481 22.8951
C 19.7740 34.2903 26.5124
H 14.0068 34.7133 31.1757
H 14.8736 41.4263 28.4567
C 13.2732 36.9277 29.7691
H 20.0516 34.3168 27.5617
H 13.5982 30.9436 28.4066
H 13.9908 25.7858 27.7445
F 16.9301 33.7169 27.9212
H 10.8899 39.7853 27.9321
C 14.3870 35.6909 31.4949
H 22.6692 33.8708 27.5808
H 15.7683 31.4396 26.0105
O 18.1093 38.3195 28.1908
H 17.5336 38.4249 26.2447
N 17.8528 32.3591 23.7547
N 13.3253 28.9685 28.5686
O 23.4148 32.0026 27.2728
C 24.1805 32.0808 28.4394
H 11.1507 24.7813 29.7643
C 15.3976 45.3122 27.5279
N 13.4589 36.7652 31.2081
N 13.1996 35.9630 26.7043
C 12.3976 38.1403 29.4770
H 14.7680 27.8800 27.5151
H 12.8255 39.0146 29.9779
H 18.2163 35.5710 26.9246
H 16.4137 36.0916 25.2921
H 12.7691 28.8245 29.4088
H 12.6829 24.1617 30.1459
C 17.8603 37.6343 29.4168
H 17.9810 33.3173 24.0574
H 12.5328 26.7585 27.4734
C 19.0532 34.4388 31.0679
H 12.1772 24.1256 28.4552
C 14.1678 30.1347 28.8813
H 16.4966 35.1454 23.8452
H 10.9915 30.6539 31.1566
H 24.6496 31.1119 28.6114
C 16.0378 43.0488 27.6898
O 16.6486 30.3954 23.8256
H 22.6104 33.3738 25.1513
C 17.0934 35.7846 24.4945
C 15.4897 41.6358 27.5688
O 14.9298 36.6660 33.7202
H 18.7482 37.5525 30.0378
O 12.7030 26.0311 29.3776
H 16.8747 43.1889 26.9966
C 13.3110 26.5128 28.2059
H 12.8636 36.8701 27.0142
C 14.5352 35.4958 32.9983
N 13.8296 34.7786 24.8065
H 13.9512 35.4344 27.1510
H 14.9214 29.8235 30.9504
H 12.0365 32.1272 30.9265
H 14.4822 45.8928 27.5800
H 19.2027 33.3555 26.3863
O 12.5975 36.6495 24.6044
H 23.5845 32.3278 29.3251
O 12.9484 30.2222 30.9855
H 17.4996 36.6728 24.0122
N 18.0227 33.9117 31.7577
F 14.7490 33.1130 27.6317
C 14.2162 30.4332 30.3797
B 15.6222 33.8896 28.4167
C 11.9393 39.6366 27.6808
H 16.6181 37.7175 34.2544
H 17.1168 40.6896 28.2653
H 13.7004 37.6307 31.6712
H 17.1652 38.3022 29.9426
H 17.0429 36.2983 33.5008
C 12.1658 24.7274 29.3633
C 18.8474 35.4202 26.0431

---

(4)
127
Properties=species:S:1:pos:R:3 method="wB97M-V/def2-TZVPD" lumo_energy_ev=-4.55 homo_ev=-7.7609 energy_ha=-3185.0952 e_above_lowest_kcal_mol=75.1
O -4.9225 1.2547 4.2816
H -4.1530 -2.6262 -3.0113
H -6.8011 0.5884 4.7101
O 1.2040 -0.1895 0.6723
Be -1.9991 2.2773 -0.9767
N -1.0219 4.6119 -1.3052
C -3.4350 -3.6556 -0.4527
H 3.4093 5.8838 1.4655
C 2.1743 -1.8114 -2.9518
C 2.1793 -3.0998 2.2060
H -3.4484 -4.7914 -2.3006
C -4.1769 -4.3083 -1.6495
H 4.3174 -3.2544 2.5925
F 1.9067 -1.3483 5.3428
H 3.5938 -3.3149 -0.3380
C 4.1300 -0.1788 -2.3430
H -0.0979 4.7681 -0.9286
P 0.2913 -1.1061 5.2726
O -0.8432 0.6469 0.7405
H 1.8706 -1.8710 -1.9066
H -4.1173 -3.2693 0.3045
H -1.9973 4.2643 -4.6749
H -0.6075 5.7804 -2.9255
H -5.4027 -0.7375 3.8361
N 3.8866 -1.4722 1.7186
H 0.6464 -0.7554 1.2112
H -2.9882 5.0816 -3.4747
H -4.7949 -5.7946 -0.4411
H 0.1551 2.8589 -3.1842
H -1.7882 0.2672 3.8715
H -5.8657 -4.6414 -0.6817
H -0.0465 0.5344 -2.8118
H 1.3399 3.4327 0.2380
H -0.8241 -2.7315 0.1243
H -5.4242 -3.7435 -3.2971
H 5.1428 -3.4974 0.3457
F -0.0321 -2.6449 4.7441
H -4.0318 -0.4692 4.9004
H 3.7191 -6.6932 -0.4976
O 3.7306 3.1478 1.1912
C 4.4654 -5.9097 -0.3657
H -2.4276 -1.5060 1.6280
N -2.3768 0.7186 3.1860
H 5.2677 1.7594 0.8665
O -0.8233 3.8976 3.2687
O -2.6608 -2.4686 -0.8529
O -1.0060 0.5505 -2.7852
F -1.3252 -0.7940 5.3847
H 3.2926 2.8723 -0.8064
N 1.4100 4.4090 0.4870
H -1.5571 5.3616 -0.8909
N -5.1844 -5.2085 -1.1656
C 2.6968 4.7941 -0.2169
H -2.2723 0.0945 -4.3498
O -2.5379 3.0115 -3.3306
H 3.5713 -1.2587 2.6541
H 0.5875 2.8871 4.3552
O 2.9526 -2.9073 -3.2581
H -3.9927 0.2402 1.9576
O 3.8905 -5.0577 0.6765
H -5.6484 -2.7435 -1.9279
C -6.1400 1.3743 5.0753
H 2.4759 4.9928 -1.2657
C -3.0305 -1.5290 2.5358
F 0.3501 -0.6768 3.7546
C -1.2337 -2.7038 -0.8855
H 4.6606 3.9214 -0.5136
C -1.4619 -0.3507 -3.7726
C -4.8715 -3.2600 -2.4916
H 2.4793 6.9450 0.3829
H 3.6389 1.1339 0.8548
H 3.2137 -0.9972 1.1340
H 1.4409 -4.4204 -3.8949
N 1.9400 0.6740 -3.0876
H -0.6306 -0.6219 -4.4234
H -0.9678 -3.5889 -1.4634
H -6.0065 1.2317 6.1476
H 1.5035 -2.5610 1.5419
H 1.2329 -1.9018 -3.4936
H 3.1381 -0.3453 -4.2540
H 1.6533 0.8679 -2.1387
C 3.1494 6.0864 0.4266
O 0.5863 1.5587 -0.5678
H -4.2288 1.6655 -3.6677
H -0.7401 -1.8340 -1.3190
H 4.7815 -1.0398 -2.1935
C -3.5350 -0.1408 2.8706
C 0.3005 0.7078 0.2735
F 0.4999 0.4406 5.7433
H -1.0177 4.0692 2.3444
H -1.8588 -1.2448 -3.2920
H 4.1100 6.3469 -0.0178
H -3.7859 -2.3042 2.4074
H 1.6121 4.3124 1.4718
H 0.5452 4.2104 -4.2449
H -4.4578 3.3744 -4.0990
H 1.2446 4.1304 -2.6342
C 3.6553 -2.9057 1.8000
H 1.1861 3.4029 2.8542
C -0.9230 4.7530 -2.7440
H 3.9703 0.1138 -1.3052
H -3.4793 2.3436 -5.0793
H 4.5683 -5.3344 -1.2858
H 5.4137 -6.3531 -0.0621
C -2.1734 4.3693 -3.6044
H -6.6082 2.3272 4.8286
H -2.9807 -4.4526 0.1359
H 4.8136 0.5750 -2.7337
H 1.8867 -2.7260 3.1872
C 2.2667 -4.2230 -3.2113
C 2.8823 -0.4456 -3.1992
C 3.6762 3.6428 -0.1375
C 0.3411 3.9326 -3.2109
C 0.2774 3.0200 3.3187
H -2.4288 -1.9112 3.3603
C 4.0921 -3.7024 0.5507
H 2.4566 1.5280 -3.2416
C -4.5538 -0.0807 4.0260
H -0.0318 2.0403 2.9543
H 4.3401 1.5470 2.3780
C 4.2897 1.8639 1.3363
H 1.8417 -4.1362 2.2052
H -1.8554 0.6879 2.3215
H 1.8708 -4.4307 -2.2172
F 0.2233 -1.5901 6.8105
H 2.9269 -5.0759 -3.3688
C -3.7338 2.5616 -4.0421